ORCA calculation (ωB97M-V/def2-TZVPD) on a molecular structure, C37H27F20GeN2O9PSScTe at a distorted geometry.

HOMO energy in eV: -5.51
Maximum force in eV Å⁻¹: 3.226
E_tot in eV: -219205.2406
HOMO-LUMO gap in eV: 6.64
Energy relative to the best compared isomer or geometry (same formula, charge and spin) in kcal/mol: 19.3
Charge: -1

Structure (XYZ):
```
100
C37H27F20GeN2O9PSScTe ωB97M-V/def2-TZVPD
Sc 1.069 2.139 0.104
C -2.786 4.317 0.269
C -1.589 3.633 -0.370
O -0.462 3.562 0.218
C -1.883 2.948 -1.653
C -2.904 3.393 -2.565
C -3.386 2.528 -3.571
C -2.774 1.320 -3.765
C -1.663 0.920 -3.018
C -1.147 1.743 -1.995
O -0.075 1.356 -1.365
H -3.636 3.928 -0.373
H -2.655 5.387 0.219
H -2.913 4.005 1.312
H -3.314 4.393 -2.445
H -4.191 2.916 -4.198
H -3.212 0.697 -4.575
H -1.175 -0.025 -3.196
F 0.017 -4.203 1.105
C 0.198 -4.364 2.453
C 0.100 -3.280 3.275
C 0.046 -3.649 4.603
F -0.347 -2.669 5.465
C 0.292 -4.862 5.166
F 0.461 -5.008 6.495
C 0.492 -5.922 4.260
F 0.799 -7.149 4.615
C 0.366 -5.646 2.889
F 0.381 -6.691 2.006
Ge -0.088 -1.324 2.686
S 1.330 -0.461 1.230
C 0.587 -0.249 4.229
C 1.796 -0.605 4.798
F 2.487 -1.695 4.377
C 2.308 0.042 5.890
F 3.488 -0.326 6.417
C 1.585 1.084 6.449
F 2.151 1.852 7.397
C 0.274 1.287 6.025
F -0.605 2.016 6.763
C -0.179 0.722 4.829
F -1.455 0.955 4.365
C -2.062 -1.305 2.368
C -2.978 -2.283 2.840
F -2.601 -3.260 3.734
C -4.345 -2.250 2.533
F -5.186 -3.160 3.115
C -4.841 -1.182 1.804
F -6.135 -1.202 1.388
C -3.985 -0.126 1.475
F -4.451 0.989 0.865
C -2.612 -0.209 1.702
F -1.779 0.767 1.293
C -2.989 -6.497 -1.618
O -2.339 -5.622 -2.558
P -2.226 -3.988 -2.266
O -2.067 -3.563 -3.860
C -0.979 -4.034 -4.599
O -3.759 -3.507 -2.065
C -4.573 -2.823 -3.015
H -3.401 -7.352 -2.157
H -3.801 -5.885 -1.175
H -2.308 -6.887 -0.832
H -1.363 -4.233 -5.681
H -0.489 -4.908 -4.250
H -0.239 -3.225 -4.626
H -4.049 -1.871 -3.429
H -5.485 -2.539 -2.497
H -4.783 -3.502 -3.879
C 1.703 2.982 -4.812
C 2.844 3.688 -4.079
C 3.656 2.838 -3.062
C 4.860 3.676 -2.572
C 5.745 3.084 -1.522
C 4.200 1.601 -3.749
O 5.040 1.727 -4.646
N 3.644 0.377 -3.441
C 2.810 0.122 -2.296
O 2.371 -0.995 -2.125
N 2.650 1.187 -1.448
C 2.768 2.453 -1.850
O 2.128 3.358 -1.230
H 1.292 3.655 -5.598
H 0.810 2.824 -4.217
H 1.985 2.049 -5.356
H 2.431 4.553 -3.602
H 3.550 3.995 -4.859
H 4.447 4.638 -2.281
H 5.483 3.964 -3.478
H 5.191 2.713 -0.674
H 6.461 3.782 -1.120
H 6.424 2.334 -1.885
H 3.850 -0.369 -4.075
F 4.061 4.022 4.664
Te 3.088 3.470 3.153
F 3.421 1.665 3.614
F 1.502 3.290 4.163
F 2.907 5.347 2.942
F 4.707 3.648 2.244
O 2.007 2.956 1.769
```


ORCA calculation (ωB97M-V/def2-TZVPD) on 2 unconnected molecules or ions with the total composition C3H10N2 at a distorted geometry.

HOMO energy (spin up / spin down) in eV: 1.12 / -3.77
Spin multiplicity: 2
Maximum force in eV Å⁻¹: 4.638
E_tot in eV: -6249.7778
Expectation value of S²: 0.751
HOMO-LUMO gap (spin up / spin down) in eV: 2.76 / 7.55
Energy relative to the best compared isomer or geometry (same formula, charge and spin) in kcal/mol: 51.3
Charge: -1

Structure (XYZ):
```
15
C3H10N2 ωB97M-V/def2-TZVPD
C -0.718 -3.631 1.020
N 0.266 -3.848 1.760
H -0.670 -3.995 -0.056
H -1.718 -3.332 1.296
H 0.416 -3.120 2.402
C -0.975 1.936 -0.655
C 0.355 2.064 -1.397
N 1.261 2.743 -0.616
H -0.748 1.617 0.341
H -1.769 1.565 -1.205
H -1.296 3.016 -0.399
H 0.121 2.509 -2.350
H 0.772 0.992 -1.509
H 1.133 2.543 0.361
H 1.096 3.722 -0.693
```


ORCA calculation (ωB97M-V/def2-TZVPD) on 10 unconnected molecules or ions with the total composition C40H52N10 at a distorted geometry.

HOMO energy in eV: -7.65
Maximum force in eV Å⁻¹: 4.728
E_tot in eV: -57220.1296
HOMO-LUMO gap in eV: 8.08
Energy relative to the best compared isomer or geometry (same formula, charge and spin) in kcal/mol: 45.1

Structure (XYZ):
```
102
C40H52N10 ωB97M-V/def2-TZVPD
C -1.956 -3.468 -2.261
C -1.952 -2.472 -1.269
C -0.665 -2.541 -0.704
N -0.001 -3.635 -1.188
C -0.818 -4.198 -2.188
H -2.787 -3.639 -2.929
H -2.681 -1.692 -1.103
H -0.223 -1.923 0.064
H 0.885 -4.014 -0.883
H -0.537 -5.070 -2.761
C -0.664 -5.167 1.744
C -0.503 -3.983 2.441
C -1.502 -3.847 3.352
N -2.414 -4.861 3.232
C -1.927 -5.586 2.176
H 0.019 -5.584 1.018
H 0.376 -3.360 2.370
H -1.603 -3.047 4.071
H -3.283 -4.993 3.731
H -2.458 -6.496 1.935
C -4.185 2.190 4.333
C -4.985 3.261 4.695
C -4.165 4.362 4.793
N -2.810 3.979 4.618
C -2.871 2.592 4.501
H -4.505 1.232 3.951
H -6.062 3.284 4.771
H -4.417 5.412 4.790
H -2.003 4.575 4.504
H -1.923 2.102 4.330
C -4.477 -0.362 -3.152
C -4.433 0.716 -2.276
C -3.141 1.197 -2.308
N -2.406 0.417 -3.201
C -3.209 -0.554 -3.670
H -5.322 -1.017 -3.306
H -5.242 1.029 -1.633
H -2.749 2.113 -1.893
H -1.430 0.519 -3.438
H -2.792 -1.396 -4.203
C -4.877 3.975 -0.370
C -3.777 4.851 -0.249
C -3.354 4.649 1.080
N -4.110 3.693 1.677
C -5.098 3.274 0.778
H -5.344 3.827 -1.332
H -3.309 5.472 -0.998
H -2.560 5.123 1.637
H -3.897 3.272 2.570
H -5.755 2.471 1.077
C 5.648 -2.037 -3.165
C 4.884 -1.194 -3.972
C 3.919 -0.607 -3.159
N 4.186 -0.990 -1.896
C 5.176 -1.958 -1.883
H 6.537 -2.545 -3.511
H 5.086 -1.037 -5.022
H 3.124 0.100 -3.344
H 3.573 -0.817 -1.113
H 5.563 -2.397 -0.975
C 3.902 -2.375 2.620
C 4.194 -1.188 1.997
C 5.560 -0.979 1.963
N 6.189 -2.087 2.626
C 5.176 -2.964 2.935
H 2.944 -2.845 2.788
H 3.485 -0.484 1.588
H 6.030 -0.142 1.468
H 7.188 -2.214 2.701
H 5.421 -3.944 3.317
C 0.414 0.187 -5.353
C 0.681 0.749 -4.149
C 0.465 -0.263 -3.217
N 0.009 -1.431 -3.876
C 0.011 -1.151 -5.206
H 0.469 0.670 -6.317
H 1.106 1.700 -3.861
H 0.550 -0.303 -2.141
H -0.285 -2.310 -3.477
H -0.100 -1.927 -5.949
C 4.656 2.307 0.270
C 5.482 3.106 1.046
C 6.101 4.038 0.165
N 5.557 3.824 -1.060
C 4.631 2.795 -1.033
H 4.021 1.499 0.604
H 5.546 3.018 2.121
H 6.832 4.789 0.426
H 5.807 4.342 -1.891
H 4.166 2.490 -1.959
C -1.589 -0.391 2.184
C -2.012 0.690 1.201
C -0.877 1.717 0.836
C 0.443 1.091 0.560
N 1.513 0.644 0.284
H -2.345 -1.157 2.358
H -1.421 0.082 3.151
H -0.672 -0.885 1.861
H -2.908 1.188 1.573
H -2.227 0.189 0.256
H -0.826 2.353 1.720
H -1.081 2.369 -0.014
```


ORCA calculation (ωB97M-V/def2-TZVPD) on C4H4 in the gas phase at a distorted geometry.

HOMO energy in eV: -9.82
Maximum force in eV Å⁻¹: 8.256
E_tot in eV: -4207.3207
HOMO-LUMO gap in eV: 10.75
Energy relative to the best compared isomer or geometry (same formula, charge and spin) in kcal/mol: 65.4

Structure (XYZ):
```
8
C4H4 ωB97M-V/def2-TZVPD
C 2.225 -1.215 0.734
C 1.045 -0.909 0.356
C -0.622 -0.372 -0.370
C -0.897 0.874 -0.057
H 2.894 -1.373 1.486
H -1.374 -1.114 -0.796
H -1.812 1.307 -0.618
H -0.269 1.679 0.173
```